# 1
A 5-piece molecular cluster, C3H16NO4 overall at a distorted geometry, computed with ωB97M-V with the def2-TZVPD basis set.

```
24
Properties=species:S:1:pos:R:3
C 0.13832 1.48232 1.51797
C -0.69454 1.83684 0.31254
C -0.82881 3.03288 -0.20516
N -1.15330 0.58426 -0.34530
H -0.35576 0.72793 2.13165
H 1.09231 1.04732 1.23566
H 0.15534 2.33650 2.19038
H -1.30279 3.15597 -1.16703
H -0.30958 3.89116 0.19085
H -1.07901 -0.20983 0.29567
H -0.44869 0.35418 -1.11029
H -2.10174 0.62573 -0.71757
H -0.39027 -2.26014 1.09907
H -1.00663 -1.92234 2.41176
O -0.32376 -1.58947 1.81338
H -1.35291 -3.13041 -0.81645
H -0.35608 -2.55901 -1.77453
O -0.71368 -2.39898 -0.90427
H 2.22250 -1.59839 0.70006
H 3.17368 -1.68591 -0.53449
O 2.44054 -1.19666 -0.14720
H 1.52604 -0.56525 -1.57591
H 0.99004 0.41635 -2.53958
O 0.67877 -0.37506 -2.06120
```

Calculated values
Net charge: +1
HOMO level in hartree: -0.5115
Kohn-Sham gap in eV: 11.03
Largest force on an atom in hartree/bohr: 0.0377



# 2
C42H36Br2MoN2P2 as an isolated structure, computed with ωB97M-V with the def2-TZVPD basis set.

```
85
Properties=species:S:1:pos:R:3
Mo 0.81938 -1.81481 1.68726
C 1.86412 1.02545 3.69595
C 1.81769 -0.44463 3.40805
C 0.91190 -1.28693 4.07610
C 0.89868 -2.67013 3.85107
C 1.97430 -3.26929 3.12800
C 2.97076 -2.45460 2.58547
C 2.83183 -1.05631 2.60378
H 2.49123 1.17595 4.57857
H 0.87876 1.42882 3.93276
H 2.31917 1.58252 2.87997
H 0.15567 -0.85206 4.72341
H 0.16038 -3.29601 4.33626
H 2.03601 -4.34720 3.04237
H 3.80392 -2.90330 2.05522
H 3.58784 -0.43088 2.14460
Br -3.36400 -6.62944 -0.57468
C -2.22169 -5.33701 0.08805
C -2.46549 -4.71212 1.31394
C -1.59102 -3.74472 1.75122
N -0.49968 -3.37003 1.05991
C -0.22893 -4.00746 -0.10695
C -1.07603 -4.97018 -0.62522
C 1.03948 -3.60747 -0.74322
C 1.55446 -4.23594 -1.86120
C 2.77056 -3.80050 -2.39701
Br 3.48999 -4.61960 -3.88989
C 3.42022 -2.73027 -1.77592
C 2.84415 -2.16032 -0.66624
N 1.68655 -2.58444 -0.13458
H -3.32033 -4.98040 1.91779
H -1.75593 -3.23660 2.69015
H -0.85798 -5.45888 -1.56243
H 1.03753 -5.06201 -2.32316
H 4.35974 -2.35109 -2.15098
H 3.31619 -1.31702 -0.17791
C 0.45364 1.93554 0.58092
P 0.26690 0.16367 0.15456
C 0.66017 -0.02738 -1.57518
C 1.68325 0.74678 -2.12864
C 2.06726 0.54407 -3.44404
C 1.43946 -0.42752 -4.21171
C 0.43281 -1.21012 -3.66116
C 0.04741 -1.01994 -2.34405
C -1.37910 -0.33532 0.67076
C -2.46336 -0.74183 -0.11149
C -3.63980 -1.12569 0.50949
C -3.75656 -1.11908 1.90080
C -2.69224 -0.72356 2.68910
C -1.49623 -0.33819 2.07781
P -0.88474 3.02507 -0.08649
C -1.04988 2.94807 -1.85241
C -0.10088 3.55557 -2.68247
C -0.28553 3.53804 -4.05206
C -1.41570 2.93187 -4.59234
C -2.36515 2.34131 -3.77129
C -2.18841 2.34825 -2.39629
C -0.69557 4.64633 0.52236
C -1.39723 5.67087 -0.15956
C -1.33705 6.96850 0.29672
C -0.60041 7.26722 1.44023
C 0.07907 6.26318 2.13994
C 0.02123 4.96355 1.69932
H 1.43601 2.30340 0.27130
H 0.40413 2.01474 1.66703
H 2.18887 1.51458 -1.55866
H 2.85210 1.15075 -3.87323
H 1.73232 -0.57280 -5.24262
H -0.05823 -1.96371 -4.26151
H -0.72741 -1.65170 -1.92851
H -2.40439 -0.73019 -1.19051
H -4.49227 -1.41268 -0.09147
H -4.69600 -1.39619 2.36043
H -2.80107 -0.67325 3.76381
H -0.72541 0.11896 2.69349
H 0.76101 4.06002 -2.26201
H 0.43219 4.01651 -4.70351
H -1.56582 2.94244 -5.66347
H -3.25372 1.90266 -4.20230
H -2.94720 1.92470 -1.75082
H -1.97162 5.43527 -1.04651
H -1.86159 7.75462 -0.22769
H -0.55451 8.28764 1.79840
H 0.64486 6.52040 3.02392
H 0.54499 4.19348 2.25109
```

Calculated values
Net charge: +4
HOMO level (spin up / spin down) in hartree: -0.6780 / -0.6901
Kohn-Sham gap (spin up / spin down) in eV: 6.22 / 6.14
2S+1: 3
Largest force on an atom in hartree/bohr: 0.0177
<S²>: 2.032



# 3
The molecule C14H16N2O2S, computed with ωB97M-V with the def2-TZVPD basis set.

```
35
Properties=species:S:1:pos:R:3
C -6.47733 -0.33429 -0.09798
C -5.03755 -0.67403 -0.42165
O -4.69106 -1.76497 -0.81630
N -4.16598 0.35318 -0.25630
H -4.49094 1.22503 0.13001
C -2.74566 0.20515 -0.44794
H -2.58774 -0.75763 -0.93876
C -1.98553 0.22855 0.89074
N -0.58221 0.02454 0.68750
C 0.23480 0.95461 0.35375
C 1.60324 0.55184 0.16454
C 2.07106 -0.73868 0.29516
C 3.47701 -0.84920 0.04577
C 4.28175 -1.98899 0.08989
C 5.62543 -1.87111 -0.18289
C 6.18398 -0.63191 -0.50077
C 5.40720 0.50736 -0.55111
C 4.05246 0.39303 -0.27656
S 2.87965 1.67454 -0.27403
H 5.83474 1.46717 -0.79633
H 7.24085 -0.56331 -0.71048
H 6.25944 -2.74427 -0.15190
H 3.83168 -2.93753 0.33716
O 1.31114 -1.78092 0.61946
H 0.38916 -1.42810 0.73279
C -0.07429 2.40858 0.13256
H -0.03926 2.62089 -0.93556
H 0.68314 3.02212 0.61691
H -1.05444 2.68175 0.51272
H -2.33824 -0.60324 1.50771
H -2.20841 1.16869 1.41651
H -2.37383 1.00436 -1.09755
H -6.83914 -1.03049 0.65525
H -7.07916 -0.47686 -0.99267
H -6.59600 0.68413 0.26032
```

Calculated values
Net charge: 0
SMILES: CC(=O)NCC/N=C(\C)c1sc2ccccc2c1O
HOMO level in hartree: -0.2857
Kohn-Sham gap in eV: 8.05
Largest force on an atom in hartree/bohr: 0.0154



# 4
The molecule C10H15O3P at a distorted geometry, computed with ωB97M-V with the def2-TZVPD basis set.

```
29
Properties=species:S:1:pos:R:3
C 0.81691 -0.69972 0.07522
C 0.57974 1.50999 -0.21749
C 1.32524 -1.49964 -0.79555
C -2.83233 -1.68780 -0.21336
C -3.83266 -0.75099 0.42502
C -2.35534 -0.46588 0.52732
C 1.93233 1.82828 -0.30591
C 2.58781 1.79886 -1.70779
C 2.74928 2.16955 0.87104
C -1.69546 -0.53917 1.88040
O -0.23112 1.57448 -1.09727
O 0.88104 -0.49618 2.84356
O 0.14072 1.45403 1.20812
P 0.07920 -0.13601 1.68759
H 1.08871 -2.54079 -0.71231
H 1.97530 -1.14014 -1.55492
H -2.78039 -2.61940 0.23395
H -2.81429 -1.80654 -1.27952
H -4.51303 -0.31603 -0.20368
H -4.03071 -1.09562 1.39484
H -1.93560 0.27593 -0.00457
H 2.56354 0.82373 -2.14863
H 3.67540 2.10254 -1.48834
H 1.95475 2.47486 -2.29878
H 2.17860 2.78554 1.55454
H 3.65992 2.80169 0.62059
H 2.90778 1.21657 1.35276
H -1.72951 -1.54872 2.33520
H -2.00320 0.16666 2.53777
```

Calculated values
Net charge: 0
HOMO level (spin up / spin down) in hartree: -0.3171 / -0.3133
Kohn-Sham gap (spin up / spin down) in eV: 7.84 / 7.62
Largest force on an atom in hartree/bohr: 0.0825



Q: Which relative energy (zero: lowest compared OMol25 entry of this formula, charge and spin) values were calculated for the entries above? A: 0.5564; 0.0000; 0.3012; 5.8964, in eV.